A molecular structure, C13H19IN9O4Ta in a non-equilibrium geometry. Source: OMol25; level of theory: ωB97M-V/def2-TZVPD.

HOMO = -19.61 eV
E_tot = -45002.3703 eV
energy relative to the best compared isomer or geometry (same formula, charge and spin) = 36.3 kcal per mole
orbital gap = 5.592 eV
lowest unoccupied orbital energy = -14.02 eV
total charge = +4

XYZ file:
```
47
C13H19IN9O4Ta, DFT ωB97M-V/def2-TZVPD
Ta -1.384 -0.211 -0.152
C 3.515 -2.033 2.097
N 2.624 -1.866 0.930
C 3.274 -2.232 -0.398
C 1.392 -1.467 1.026
N 1.427 -0.271 -1.137
N 0.865 -1.374 2.311
C -0.379 -0.988 2.731
N -0.677 -1.148 3.997
N -1.288 -0.448 1.881
H 4.540 -2.102 1.740
H 3.281 -2.960 2.627
H 3.461 -1.165 2.754
H 4.024 -2.976 -0.130
H 3.753 -1.319 -0.761
H 2.469 -3.649 -1.468
H 1.620 -0.746 -2.016
H 1.482 -1.706 3.045
H -0.057 -1.608 4.655
H -1.557 -0.836 4.389
H -2.154 -0.225 2.372
C -1.725 3.514 -0.946
C -0.488 2.725 -1.131
N -0.323 1.376 -0.903
C 1.039 1.068 -1.212
C 1.643 2.204 -1.604
N 0.661 3.198 -1.549
C 2.995 2.626 -2.088
O 3.861 1.624 -2.092
O 3.171 3.769 -2.377
C 0.626 -0.991 -0.158
O 2.338 -2.707 -1.285
O -0.420 -1.784 -0.629
H -2.541 2.885 -0.596
H -2.021 3.967 -1.895
H -1.564 4.322 -0.230
H 0.872 4.161 -1.813
H 4.721 1.944 -2.428
I -6.164 -2.361 -2.453
C -5.106 -0.978 -1.350
C -5.609 0.197 -0.762
N -4.625 0.825 -0.130
N -3.455 0.158 -0.247
C -3.778 -0.965 -0.998
H -6.616 0.596 -0.777
H -4.685 1.694 0.391
H -3.038 -1.740 -1.234
```

A molecular structure, C13H19N3O4Ta. Source: OMol25; level of theory: ωB97M-V/def2-TZVPD.

HOMO = -11.71 eV
E_tot = -27995.8831 eV
energy relative to the best compared isomer or geometry (same formula, charge and spin) = 16.3 kcal per mole
orbital gap = 7.744 eV
lowest unoccupied orbital energy = -3.97 eV
total charge = +1

XYZ file:
```
40
C13H19N3O4Ta, DFT ωB97M-V/def2-TZVPD
Ta -1.256 -0.528 1.331
N -3.236 -1.524 0.673
N -4.179 -0.480 0.644
C -3.872 0.777 1.158
O -4.645 1.675 1.185
O -2.587 0.828 1.610
H -3.182 -1.952 -0.250
H -3.517 -2.239 1.348
H -5.128 -0.685 0.373
N 0.331 0.138 2.816
C 0.394 -0.951 3.862
C -0.636 -1.874 3.236
O -1.804 -1.870 3.577
O -0.296 -2.199 1.986
H 1.233 0.242 2.358
H 0.101 1.037 3.228
H 0.040 -0.595 4.824
H 1.391 -1.374 3.939
C -0.076 -1.131 -2.473
C 0.632 -0.468 -1.284
C 1.565 -1.500 -0.637
C -0.455 -0.010 -0.321
C 1.439 0.766 -1.691
C 2.042 1.536 -0.697
C 2.788 2.660 -1.008
C 2.947 3.038 -2.335
C 2.353 2.285 -3.332
C 1.603 1.158 -3.014
H -0.626 -2.009 -2.130
H 0.651 -1.470 -3.212
H -0.773 -0.451 -2.964
H 1.018 -2.396 -0.338
H 2.070 -1.091 0.240
H 2.338 -1.794 -1.347
H -0.982 0.877 -0.705
H 1.925 1.253 0.344
H 3.246 3.241 -0.219
H 3.528 3.915 -2.585
H 2.467 2.572 -4.369
H 1.149 0.594 -3.817
```

A single C13H19NO2 molecule. Source: OMol25; level of theory: ωB97M-V/def2-TZVPD.

HOMO = -9.03 eV
E_tot = -19375.0763 eV
SMILES = CCCCCCOc1ccccc1C(N)=O
energy relative to the best compared isomer or geometry (same formula, charge and spin) = 7.6 kcal per mole
orbital gap = 9.813 eV
lowest unoccupied orbital energy = 0.79 eV

XYZ file:
```
35
C13H19NO2, DFT ωB97M-V/def2-TZVPD
C -0.047 -2.863 -2.361
C -0.814 -2.000 -1.367
C -0.168 -1.947 0.018
C 1.186 -1.241 0.007
C 1.793 -1.039 1.397
C 0.978 -0.124 2.318
O 0.810 1.171 1.760
C -0.328 1.436 1.037
C -1.590 1.126 1.539
C -2.733 1.416 0.819
C -2.639 2.022 -0.422
C -1.394 2.348 -0.920
C -0.229 2.077 -0.207
C 1.054 2.454 -0.880
O 1.120 2.601 -2.086
N 2.116 2.658 -0.071
H 2.075 2.415 0.904
H 3.002 2.871 -0.500
H -1.285 2.817 -1.886
H -3.528 2.241 -0.992
H -3.699 1.167 1.234
H -1.678 0.666 2.513
H 0.014 -0.583 2.548
H 1.521 0.025 3.256
H 1.897 -2.004 1.899
H 2.790 -0.609 1.281
H 1.893 -1.832 -0.579
H 1.083 -0.274 -0.489
H -0.046 -2.962 0.405
H -0.853 -1.417 0.682
H -1.826 -2.398 -1.260
H -0.900 -0.983 -1.757
H -0.602 -2.945 -3.293
H 0.103 -3.864 -1.962
H 0.924 -2.430 -2.586
```

A molecular structure, C13H20AuFN3OSSe. Source: OMol25; level of theory: ωB97M-V/def2-TZVPD.

HOMO = -11.73 eV
E_tot = -102908.7367 eV
energy relative to the best compared isomer or geometry (same formula, charge and spin) = 0.0 kcal per mole
orbital gap = 6.825 eV
lowest unoccupied orbital energy = -4.91 eV
total charge = +1

XYZ file:
```
41
C13H20AuFN3OSSe, DFT ωB97M-V/def2-TZVPD
Au 0.283 0.115 0.737
F 2.201 -4.810 -1.040
C 2.261 -3.587 -0.518
C 2.188 -2.503 -1.371
C 2.262 -1.239 -0.815
C 2.402 -1.073 0.582
C 2.343 0.264 1.128
C 2.482 -2.213 1.413
C 2.412 -3.468 0.864
H 2.097 -2.666 -2.435
H 2.248 -0.364 -1.454
H 2.589 1.063 0.430
H 2.636 0.476 2.147
H 2.583 -2.088 2.485
H 2.472 -4.360 1.472
C -3.062 1.452 -4.048
C -1.622 1.190 -3.622
N -1.501 0.706 -2.250
C -1.775 -0.529 -1.844
S -1.680 -0.964 -0.167
N -2.180 -1.431 -2.730
C -2.524 -2.829 -2.448
C -4.006 -3.010 -2.171
H -3.087 1.807 -5.078
H -3.513 2.213 -3.413
H -3.686 0.561 -3.986
H -1.049 2.115 -3.669
H -1.118 0.491 -4.297
H -1.233 1.370 -1.533
H -2.349 -1.111 -3.671
H -1.925 -3.145 -1.596
H -2.204 -3.409 -3.313
H -4.302 -2.446 -1.286
H -4.227 -4.062 -1.995
H -4.612 -2.676 -3.014
Se -0.029 1.324 2.834
C 0.779 0.019 3.848
N 1.287 -0.797 4.484
O -0.790 2.859 -0.295
H -1.454 3.261 0.278
H -0.115 3.538 -0.409
```

A molecular structure, C13H20BN8O8P2RuS in a non-equilibrium geometry. Source: OMol25; level of theory: ωB97M-V/def2-TZVPD.

HOMO (spin up / spin down) = -7.35 / -7.41 eV
E_tot = -74784.4471 eV
energy relative to the best compared isomer or geometry (same formula, charge and spin) = 114.5 kcal per mole
orbital gap (spin up / spin down) = 7.868 / 6.195 eV
⟨S²⟩ = 0.76
lowest unoccupied orbital energy (spin up / spin down) = 0.52 / -1.21 eV
multiplicity = 2

XYZ file:
```
54
C13H20BN8O8P2RuS, DFT ωB97M-V/def2-TZVPD
Ru -0.644 -0.157 -0.163
C -0.904 -0.562 3.931
C -1.080 -1.172 2.696
N -1.414 -0.263 1.774
N -1.409 0.936 2.396
C -1.117 0.785 3.687
B -1.770 2.177 1.555
N -0.534 2.631 0.742
C 0.091 3.812 0.639
C 1.001 3.732 -0.397
C 0.854 2.437 -0.894
N -0.078 1.799 -0.200
N -2.831 1.739 0.503
C -4.096 2.154 0.376
C -4.656 1.535 -0.724
C -3.631 0.733 -1.226
N -2.536 0.859 -0.482
H -0.652 -1.028 4.864
H -0.994 -2.211 2.419
H -1.093 1.634 4.347
H -2.186 3.062 2.242
H -0.165 4.621 1.296
H 1.663 4.498 -0.752
H 1.353 1.950 -1.713
H -4.501 2.871 1.067
H -5.648 1.658 -1.114
H -3.619 0.133 -2.118
O -3.946 -2.480 -1.745
P -2.400 -2.722 -1.848
O -1.889 -1.312 -2.533
O -1.816 -2.657 -0.423
O -2.013 -3.818 -2.745
P -0.093 -3.426 -0.237
O -0.065 -2.094 -3.576
O -0.187 -4.120 1.057
O 0.642 -2.135 -0.443
H -4.191 -1.874 -1.032
H -0.699 -2.851 -3.639
C 5.564 -0.813 0.715
N 4.198 -0.652 1.168
C 3.070 -0.364 0.495
S 1.691 -0.002 1.419
N 3.015 -0.331 -0.838
C 3.928 -0.882 -1.819
H 6.130 -1.240 1.540
H 6.022 0.141 0.439
H 5.638 -1.503 -0.121
H 4.061 -0.591 2.164
H 2.064 -0.256 -1.170
H 4.911 -0.417 -1.773
H 3.502 -0.667 -2.796
H 4.024 -1.967 -1.722
O 0.028 -0.180 -2.454
C -0.587 -1.150 -2.836
```

A molecular structure, C13H20BiF5N3O5STe in a non-equilibrium geometry. Source: OMol25; level of theory: ωB97M-V/def2-TZVPD.

HOMO = -11.77 eV
E_tot = -66062.4851 eV
energy relative to the best compared isomer or geometry (same formula, charge and spin) = 28.6 kcal per mole
orbital gap = 8.242 eV
lowest unoccupied orbital energy = -3.53 eV
total charge = +1

XYZ file:
```
49
C13H20BiF5N3O5STe, DFT ωB97M-V/def2-TZVPD
Bi 0.018 -1.595 -1.920
C 1.060 -0.641 6.562
C 1.151 -0.912 5.087
C 0.004 -1.065 4.314
C 0.085 -1.336 2.957
C 1.336 -1.460 2.375
C 2.500 -1.321 3.123
C 2.396 -1.040 4.472
S 1.528 -1.781 0.669
O 2.636 -2.663 0.494
O 1.510 -0.487 -0.043
N 0.151 -2.407 0.092
C -0.063 -3.853 0.161
C -0.644 -4.396 -1.151
O -1.144 -5.478 -1.207
O -0.556 -3.575 -2.214
H 0.049 -0.364 6.855
H 1.737 0.163 6.852
H 1.344 -1.528 7.130
H -0.969 -0.978 4.783
H -0.810 -1.458 2.361
H 3.467 -1.440 2.653
H 3.297 -0.926 5.061
H -0.763 -4.109 0.954
H 0.876 -4.384 0.334
N -2.910 4.171 -2.175
C -3.757 3.311 -3.078
C -3.476 1.844 -2.774
N -2.071 1.483 -2.854
C -1.241 2.355 -2.034
C -1.443 3.838 -2.309
H -3.196 4.018 -1.205
H -3.069 5.159 -2.374
H -3.479 3.573 -4.098
H -4.799 3.577 -2.910
H -4.056 1.238 -3.468
H -3.838 1.605 -1.768
H -1.746 1.455 -3.814
H -0.189 2.128 -2.189
H -1.459 2.148 -0.980
H -1.159 4.104 -3.327
H -0.896 4.466 -1.608
F 4.097 -0.555 -0.855
Te 3.203 -0.274 -2.454
F 1.546 0.714 -2.364
F 4.683 -1.164 -3.114
F 3.056 0.193 -4.253
F 3.899 1.425 -2.235
O 2.102 -1.780 -2.518
```